<1>
{"formula": "C9H16N3O", "method": "ωB97M-V/def2-TZVPD", "charge": 1, "e_homo_ev": -12.87, "homo_lumo_gap_ev": 10.3, "smiles": "C[C@H]1OCC[N@H+](C)[C@H]1c1ncc[nH]1", "elements": ["C", "C", "O", "C", "C", "N", "C", "C", "C", "N", "C", "C", "N", "H", "H", "H", "H", "H", "H", "H", "H", "H", "H", "H", "H", "H", "H", "H", "H"], "coordinates": [[1.89, 1.84, 0.70], [1.26, 0.47, 1.03], [0.31, 0.36, 2.09], [-0.11, -0.98, 2.32], [-0.82, -1.43, 1.06], [-0.09, -1.32, -0.26], [0.65, -2.58, -0.38], [0.62, -0.06, -0.32], [-0.49, 0.79, -0.94], [-1.55, 0.14, -1.39], [-2.35, 1.07, -2.09], [-1.69, 2.24, -2.07], [-0.54, 2.07, -1.27], [1.05, 2.48, 0.60], [2.38, 1.57, -0.32], [2.52, 2.20, 1.60], [2.07, -0.25, 1.10], [-0.86, -0.85, 3.23], [0.68, -1.70, 2.55], [-1.33, -2.50, 1.22], [-1.65, -0.79, 0.77], [-0.80, -1.28, -1.01], [1.00, -2.78, 0.61], [0.02, -3.35, -0.75], [1.61, -2.24, -0.87], [1.28, -0.17, -1.11], [-3.29, 1.00, -2.58], [-1.77, 3.21, -2.49], [-0.01, 2.86, -1.01]]}

---

<2>
{"formula": "C9H16N3O", "method": "ωB97M-V/def2-TZVPD", "charge": 1, "e_homo_ev": -12.12, "homo_lumo_gap_ev": 8.9, "elements": ["C", "C", "N", "N", "N", "H", "H", "H", "H", "H", "H", "H", "H", "C", "C", "C", "C", "C", "C", "C", "O", "H", "H", "H", "H", "H", "H", "H", "H"], "coordinates": [[-1.86, 2.13, -0.94], [-1.41, 1.16, 1.20], [-0.83, 1.69, 0.06], [-2.64, 1.49, 1.79], [-0.77, 0.30, 2.03], [0.01, 1.06, -0.23], [-2.55, 2.25, 2.48], [-3.57, 1.27, 1.33], [0.24, 0.05, 1.73], [-1.10, -0.02, 2.85], [-2.19, 1.28, -1.57], [-1.22, 2.65, -1.72], [-2.55, 2.83, -0.45], [-0.78, -2.13, -2.32], [1.33, -1.56, 0.68], [0.38, -2.04, -0.16], [2.01, -0.38, 0.28], [0.20, -1.47, -1.44], [1.68, 0.29, -0.84], [1.01, -0.35, -1.86], [2.79, 0.15, 1.22], [1.78, -2.03, 1.69], [-0.38, -2.79, 0.07], [3.66, -0.32, 1.22], [2.05, 1.29, -1.14], [-0.38, -3.14, -2.40], [-0.90, -1.78, -3.43], [1.04, -0.10, -2.86], [-1.91, -1.93, -2.02]]}

---

It comes down to <2>, which is 0.175 eV more stable than the next structure.

---

<1>
{"formula": "C4H34N2O11", "method": "ωB97M-V/def2-TZVPD", "e_homo_ev": -8.80, "homo_lumo_gap_ev": 8.6, "smiles": "CNCCNC.O.O.O.O.O.O.O.O.O.O.O", "elements": ["C", "N", "C", "C", "N", "C", "H", "H", "H", "H", "H", "H", "H", "H", "H", "H", "H", "H", "O", "H", "H", "O", "H", "H", "O", "H", "H", "O", "H", "H", "O", "H", "H", "O", "H", "H", "O", "H", "H", "O", "H", "H", "O", "H", "H", "O", "H", "H", "O", "H", "H"], "coordinates": [[-2.35, -0.84, 3.12], [-0.97, -0.70, 2.52], [-0.69, 0.75, 2.33], [-1.30, 1.36, 1.03], [-0.71, 0.69, -0.11], [-1.39, 1.07, -1.45], [-2.29, -0.34, 4.01], [-2.65, -1.83, 3.43], [-3.19, -0.48, 2.54], [-1.01, -1.20, 1.67], [-0.82, 1.25, 3.42], [0.43, 0.96, 2.34], [-2.42, 1.02, 0.85], [-1.48, 2.46, 1.23], [0.23, 0.87, -0.05], [-1.89, 0.28, -2.00], [-2.04, 2.00, -1.47], [-0.50, 1.23, -2.24], [0.53, -1.91, -0.66], [0.64, -2.63, 0.02], [-0.26, -1.39, -0.30], [-2.55, -2.19, 0.44], [-3.00, -3.04, 0.75], [-1.96, -2.54, -0.37], [1.91, 0.29, -0.88], [1.30, -0.32, -0.44], [2.29, -0.28, -1.56], [-4.10, -0.07, -0.96], [-3.39, 0.41, -0.24], [-3.57, -0.68, -1.18], [3.62, 2.24, 0.12], [4.01, 1.57, 0.69], [3.19, 1.92, -0.74], [1.01, 3.40, -1.87], [0.06, 3.49, -1.80], [1.23, 2.42, -1.85], [-1.12, -2.70, -3.27], [-0.23, -2.53, -3.01], [-1.53, -1.93, -3.46], [0.73, -3.69, 1.37], [0.94, -4.52, 0.88], [1.47, -3.41, 1.86], [1.10, 3.78, 1.76], [0.90, 4.27, 0.95], [2.02, 3.60, 1.67], [3.77, -1.59, 1.49], [3.67, -0.99, 2.20], [3.02, -1.48, 0.98], [1.36, 0.80, -3.54], [2.12, 0.95, -3.97], [0.83, 0.05, -3.78]]}

---

<2>
{"formula": "C4H34N2O11", "method": "ωB97M-V/def2-TZVPD", "e_homo_ev": -8.98, "homo_lumo_gap_ev": 9.1, "smiles": "CNC[C@@H](C)N.O.O.O.O.O.O.O.O.O.O.O", "elements": ["C", "N", "C", "C", "C", "N", "H", "H", "H", "H", "H", "H", "H", "H", "H", "H", "H", "H", "O", "H", "H", "O", "H", "H", "O", "H", "H", "O", "H", "H", "O", "H", "H", "O", "H", "H", "O", "H", "H", "O", "H", "H", "O", "H", "H", "O", "H", "H", "O", "H", "H"], "coordinates": [[-1.24, 0.91, 0.76], [0.11, 0.32, 0.49], [0.58, 0.34, -0.95], [2.10, 0.38, -0.94], [2.67, -0.11, -2.29], [2.44, 1.72, -0.56], [-1.33, 1.92, 0.24], [-2.09, 0.33, 0.42], [-1.23, 1.08, 1.89], [0.16, -0.66, 0.79], [0.28, -0.41, -1.70], [0.15, 1.31, -1.39], [2.54, -0.29, -0.09], [3.41, -0.85, -2.06], [3.15, 0.63, -2.96], [1.83, -0.64, -2.78], [2.17, 2.41, -1.23], [3.31, 1.96, -0.28], [1.84, 1.29, 3.04], [1.69, 1.00, 2.15], [1.96, 2.25, 2.95], [0.38, -0.82, 3.70], [0.08, -0.10, 3.13], [0.52, -0.33, 4.57], [-2.85, -0.49, -1.61], [-2.65, -1.06, -2.41], [-3.26, -1.11, -0.99], [-1.25, -3.02, -2.11], [-0.82, -3.56, -2.76], [-0.54, -2.57, -1.56], [-3.78, 2.02, -1.16], [-4.06, 1.11, -1.31], [-3.97, 1.97, -0.24], [1.08, 3.29, -2.75], [0.41, 3.76, -2.14], [0.42, 2.77, -3.24], [-0.16, 3.53, -0.38], [0.75, 3.90, -0.30], [-0.13, 2.56, -0.53], [1.27, -2.43, -0.57], [2.20, -2.16, -0.84], [1.34, -2.43, 0.43], [1.80, -2.13, 1.93], [2.51, -1.53, 2.33], [1.06, -2.10, 2.52], [-1.70, -2.58, 2.36], [-2.18, -2.53, 3.15], [-0.77, -2.46, 2.47], [-3.62, -1.87, 0.69], [-3.71, -2.05, 1.61], [-2.89, -2.46, 0.50]]}

---

It comes down to <2>, which is 2.808 eV more stable than the next structure.

---

<1>
{"formula": "C3H3FOS", "method": "ωB97M-V/def2-TZVPD", "e_homo_ev": -9.57, "homo_lumo_gap_ev": 10.3, "smiles": "O=CS/C=C/F", "elements": ["O", "C", "S", "C", "C", "F", "H", "H", "H"], "coordinates": [[2.26, 1.90, -0.34], [1.30, 1.26, -0.02], [0.08, 0.81, -1.22], [-1.08, -0.17, -0.37], [-0.55, -1.20, 0.29], [-1.44, -2.09, 0.89], [0.89, 0.88, 0.91], [-2.04, 0.05, -0.51], [0.58, -1.44, 0.37]]}

---

<2>
{"formula": "C3H3FOS", "method": "ωB97M-V/def2-TZVPD", "e_homo_ev": -10.10, "homo_lumo_gap_ev": 10.2, "smiles": "O=C(S)/C=C\\F", "elements": ["O", "C", "S", "C", "C", "F", "H", "H", "H"], "coordinates": [[0.48, -1.92, -0.66], [-0.09, -0.95, -0.17], [-1.84, -1.02, 0.28], [0.71, 0.32, -0.15], [0.42, 1.56, 0.24], [-0.82, 1.87, 0.61], [-1.65, -2.41, 0.14], [1.73, 0.12, -0.48], [1.07, 2.43, 0.19]]}

---

<3>
{"formula": "C3H3FOS", "method": "ωB97M-V/def2-TZVPD", "e_homo_ev": -9.49, "homo_lumo_gap_ev": 9.9, "smiles": "O=CS/C=C\\F", "elements": ["O", "C", "S", "C", "C", "F", "H", "H", "H"], "coordinates": [[-3.04, -0.30, -0.18], [-1.84, -0.61, -0.27], [-0.60, 0.39, 0.50], [0.86, -0.35, -0.44], [2.17, -0.20, -0.35], [2.80, 0.76, 0.28], [-1.57, -1.76, -0.73], [0.41, -1.03, -1.13], [2.86, -0.90, -0.80]]}

---

<4>
{"formula": "C3H3FOS", "method": "ωB97M-V/def2-TZVPD", "e_homo_ev": -9.23, "homo_lumo_gap_ev": 8.6, "smiles": "C=C(F)C(O)=S", "elements": ["C", "C", "F", "C", "O", "S", "H", "H", "H"], "coordinates": [[-1.27, -0.73, 0.46], [0.02, -0.47, 0.19], [1.14, -1.10, 0.63], [0.39, 0.78, -0.57], [1.70, 1.13, -0.38], [-0.74, 1.67, -1.32], [-1.91, -0.05, -0.07], [-1.46, -1.61, 1.02], [2.13, 0.38, 0.03]]}

---

It comes down to <2>, which is 0.283 eV more stable than the next structure.

---

<1>
{"formula": "C16H54N4O11", "method": "ωB97M-V/def2-TZVPD", "e_homo_ev": -8.42, "homo_lumo_gap_ev": 8.3, "smiles": "NC(N)=O.NC(N)=O.CCO.CCO.CCO.CCO.CCO.CO.CO.CO.CO", "elements": ["N", "C", "N", "O", "H", "H", "H", "H", "N", "C", "N", "O", "H", "H", "H", "H", "C", "C", "O", "H", "H", "H", "H", "H", "H", "C", "C", "O", "H", "H", "H", "H", "H", "H", "C", "C", "O", "H", "H", "H", "H", "H", "H", "C", "C", "O", "H", "H", "H", "H", "H", "H", "C", "C", "O", "H", "H", "H", "H", "H", "H", "C", "O", "H", "H", "H", "H", "C", "O", "H", "H", "H", "H", "C", "O", "H", "H", "H", "H", "C", "O", "H", "H", "H", "H"], "coordinates": [[12.89, -6.40, -3.29], [12.12, -5.97, -4.29], [12.70, -6.00, -5.44], [10.77, -5.70, -4.23], [12.50, -6.43, -2.36], [13.84, -6.65, -3.42], [11.99, -6.08, -6.18], [13.65, -5.76, -5.74], [14.02, -1.74, -10.71], [14.15, -1.35, -11.93], [14.32, -0.10, -12.05], [14.22, -2.23, -12.96], [13.88, -2.77, -10.55], [13.72, -1.20, -9.89], [14.42, 0.19, -13.01], [14.92, 0.35, -11.35], [15.60, -7.16, -14.17], [15.64, -6.41, -12.84], [16.71, -6.87, -12.08], [15.51, -8.27, -14.05], [16.44, -6.91, -14.75], [14.73, -6.82, -14.69], [14.68, -6.48, -12.30], [15.71, -5.38, -13.01], [17.28, -6.08, -11.98], [14.91, -3.84, -5.12], [16.05, -4.66, -5.70], [15.46, -5.95, -6.03], [14.12, -3.63, -5.81], [15.11, -2.85, -4.72], [14.39, -4.33, -4.25], [16.96, -4.64, -5.06], [16.47, -4.23, -6.60], [16.17, -6.51, -6.30], [14.38, -0.86, -7.00], [13.85, 0.22, -7.90], [12.86, -0.29, -8.74], [15.11, -0.46, -6.27], [14.95, -1.60, -7.53], [13.61, -1.43, -6.46], [14.63, 0.62, -8.49], [13.34, 1.01, -7.34], [12.25, -0.72, -8.13], [12.56, -4.92, -13.09], [11.48, -3.92, -13.60], [11.14, -4.39, -14.92], [12.81, -4.76, -12.05], [13.45, -4.94, -13.66], [12.14, -5.93, -13.19], [11.69, -2.83, -13.58], [10.50, -4.05, -13.07], [10.63, -5.18, -14.96], [10.56, -3.52, -7.54], [10.86, -2.47, -6.36], [11.05, -1.18, -6.93], [11.38, -3.63, -8.28], [9.72, -3.16, -8.10], [10.37, -4.56, -7.28], [11.74, -2.79, -5.82], [10.05, -2.45, -5.71], [10.53, -0.54, -6.40], [10.08, -5.66, -10.22], [8.88, -5.00, -9.74], [10.97, -5.11, -9.85], [9.93, -5.66, -11.29], [10.15, -6.66, -9.89], [8.28, -5.68, -9.72], [13.99, -3.94, -8.60], [13.55, -4.42, -9.84], [15.10, -4.05, -8.66], [13.67, -4.62, -7.83], [13.73, -2.91, -8.37], [13.76, -5.39, -9.83], [17.08, -6.54, -8.88], [16.47, -7.57, -8.08], [17.88, -6.03, -8.33], [16.46, -5.69, -9.14], [17.55, -7.04, -9.75], [17.21, -7.99, -7.61], [13.22, -7.60, -9.03], [14.23, -7.08, -9.82], [13.56, -7.85, -8.02], [12.72, -8.52, -9.45], [12.46, -6.83, -8.89], [15.09, -7.41, -9.45]]}

---

<2>
{"formula": "C16H54N4O11", "method": "ωB97M-V/def2-TZVPD", "e_homo_ev": -8.37, "homo_lumo_gap_ev": 8.6, "smiles": "NC(N)=O.NC(N)=O.CCO.CCO.CCO.CCO.CCO.CO.CO.CO.CO", "elements": ["N", "C", "N", "O", "H", "H", "H", "H", "N", "C", "N", "O", "H", "H", "H", "H", "C", "C", "O", "H", "H", "H", "H", "H", "H", "C", "C", "O", "H", "H", "H", "H", "H", "H", "C", "C", "O", "H", "H", "H", "H", "H", "H", "C", "C", "O", "H", "H", "H", "H", "H", "H", "C", "C", "O", "H", "H", "H", "H", "H", "H", "C", "O", "H", "H", "H", "H", "C", "O", "H", "H", "H", "H", "C", "O", "H", "H", "H", "H", "C", "O", "H", "H", "H", "H"], "coordinates": [[-0.63, -1.42, 0.52], [-0.93, -0.46, 1.31], [0.15, 0.03, 1.91], [-2.23, 0.09, 1.37], [-1.43, -1.75, -0.03], [0.25, -1.84, 0.50], [-0.03, 0.71, 2.66], [1.14, -0.19, 1.86], [4.25, 1.80, 1.17], [3.40, 2.72, 0.83], [2.16, 2.47, 1.15], [3.73, 3.84, 0.02], [5.24, 1.96, 1.03], [3.86, 0.85, 1.31], [1.58, 3.26, 0.80], [1.65, 1.68, 1.35], [2.97, -1.01, 3.88], [3.53, -1.44, 2.54], [2.83, -0.71, 1.52], [2.99, 0.07, 3.94], [3.54, -1.43, 4.73], [1.91, -1.31, 3.99], [3.35, -2.51, 2.46], [4.62, -1.19, 2.58], [2.93, -1.23, 0.68], [-2.43, 1.08, -2.06], [-2.26, 0.52, -3.46], [-3.11, -0.60, -3.62], [-1.69, 1.88, -2.09], [-2.13, 0.30, -1.39], [-3.43, 1.44, -1.72], [-1.18, 0.10, -3.54], [-2.40, 1.30, -4.28], [-2.90, -0.99, -4.47], [-1.10, 3.41, 0.95], [-0.45, 4.16, -0.22], [0.81, 4.53, 0.21], [-1.29, 3.96, 1.83], [-0.59, 2.58, 1.41], [-2.10, 2.97, 0.63], [-0.90, 5.12, -0.36], [-0.42, 3.53, -1.12], [0.87, 5.50, 0.12], [0.53, -4.72, -3.50], [-0.48, -3.70, -3.06], [-0.35, -2.60, -3.92], [1.54, -4.35, -3.64], [0.20, -5.31, -4.40], [0.69, -5.46, -2.71], [-0.24, -3.41, -2.05], [-1.51, -4.03, -3.12], [0.01, -1.82, -3.48], [1.41, 1.57, -2.54], [1.02, 0.56, -1.43], [0.63, -0.60, -2.10], [1.43, 2.60, -2.20], [0.73, 1.51, -3.40], [2.38, 1.26, -2.93], [0.18, 0.90, -0.87], [1.88, 0.45, -0.79], [0.18, -1.10, -1.45], [-5.17, 1.47, 1.04], [-4.51, 1.24, 2.29], [-4.33, 1.76, 0.37], [-5.82, 2.32, 1.16], [-5.81, 0.78, 0.50], [-3.71, 0.70, 2.14], [0.78, 1.86, 4.67], [-0.34, 1.86, 3.88], [1.77, 1.90, 4.16], [0.79, 1.04, 5.37], [0.83, 2.76, 5.26], [-0.97, 2.43, 4.29], [2.04, -3.79, -0.20], [2.27, -2.48, -0.77], [2.46, -3.83, 0.81], [2.49, -4.53, -0.87], [1.00, -4.11, -0.21], [2.56, -2.60, -1.65], [-3.65, -2.58, -0.62], [-2.50, -2.15, -1.34], [-3.51, -2.59, 0.42], [-3.90, -3.55, -1.12], [-4.44, -1.79, -0.73], [-2.75, -1.67, -2.14]]}

---

It comes down to <2>, which is 0.236 eV more stable than the next structure.